13
Properties=species:S:1:pos:R:3:forces:R:3:lowdin_charge:R:1 method="wB97M-V/def2-TZVPD" orbital_gap_ev=10.73 e_tot_ev=-8362.2466 relative_energy_kj_mol=410.98 e_lumo_ev=0.8 max_force_ev_per_a=1.07 smiles=C#CC[C@H](O)C#C
O 1.09757 -0.94594 1.19735 0.141 -0.158 -0.308 -0.01
C -0.15091 -0.59749 0.64686 -0.399 -0.030 0.106 -0.42
C -0.36577 0.92597 0.61320 -0.078 -0.018 -0.079 -0.16
C 0.59813 1.63855 -0.23234 0.275 0.113 -0.331 -0.13
C 1.39766 2.18680 -0.94744 -0.293 -0.183 0.337 0.11
C -0.56924 -1.31660 -0.58321 -0.308 -0.467 -0.129 -0.07
C -1.21236 -2.04697 -1.30007 0.050 0.432 0.978 0.11
H 1.70666 -1.19345 0.49373 -0.013 0.131 -0.007 0.10
H -0.90309 -0.99960 1.33336 0.111 0.227 0.292 0.15
H -0.33117 1.30602 1.64627 0.145 -0.158 -0.322 0.13
H -1.38850 1.08383 0.25381 0.140 0.158 -0.036 0.12
H 2.11016 2.69587 -1.56166 -0.183 -0.138 0.130 0.03
H -1.98914 -2.73701 -1.55984 0.412 0.092 -0.632 0.04